No. 1
Formula: C6H9N3O
Source: the OMol25 dataset
Level of theory: wB97M-V/def2-TZVPD

Each line ends with the natural charge from an NBO analysis.
Geometry (Å):
C -1.65383 1.20860 -0.00269  -0.30
C -3.03772 1.23623 0.26413  -0.05
C -1.29522 -0.16243 -0.15383  -0.02
C -0.02383 -0.64306 -0.16316  0.23
C 0.43355 -2.02418 -0.20582  -0.70
C 3.55401 0.82155 -0.06650  -0.27
N -2.45978 -0.84356 -0.07875  -0.27
N 1.23574 0.61954 0.11122  -0.07
N -3.51272 -0.01114 0.08693  -0.33
O 2.43253 -0.03687 -0.16315  -0.38
H -0.84470 1.88767 0.07331  0.24
H -3.63429 2.10081 0.53116  0.22
H -0.08310 -2.67313 0.40933  0.23
H 0.45704 -2.33787 -1.23248  0.23
H 1.40059 -2.04752 0.13977  0.24
H 3.64680 1.05655 1.01933  0.18
H 3.29600 1.88430 -0.47684  0.19
H 4.46089 0.41896 -0.37878  0.20
H -4.37194 -0.45443 0.28681  0.42

Cartesian forces (eV/Å) of the 2 atoms listed first:
C -1.454 -0.259 0.924
C 1.875 1.830 -0.654

The calculation puts the energy above the lowest of the compared OMol25 structures with the same formula, charge and spin at 2.353 eV. As for the spin multiplicity: 3. As for the expectation value of S²: 2.0300. The value obtained for the HOMO energy (spin up / spin down) is -6.87 / -8.88 eV.

No. 2
Formula: C52H56N5O
Source: the OMol25 dataset
Level of theory: wB97M-V/def2-TZVPD

Each line ends with the Löwdin charge.
Geometry (Å):
C -4.99244 -1.90772 0.51998  -0.06
N -3.99345 -1.78711 1.56195  -0.19
C -3.75634 -2.94542 2.41063  -0.05
C -3.22696 -0.66937 1.68155  -0.22
C -3.44089 0.47318 0.85822  0.00
C -2.60889 1.57750 0.96594  0.00
C -1.44472 1.52142 1.76482  -0.26
C -0.38543 2.53214 1.78260  0.03
C 0.93605 1.92753 1.49653  -0.18
C 2.16140 2.54982 1.80586  -0.08
C 3.36997 1.89996 1.87243  -0.01
C 3.44613 0.52459 1.55297  -0.22
N 4.56069 -0.19109 1.84980  -0.19
C 5.73159 0.42136 2.44639  -0.05
C 4.60796 -1.62298 1.65288  -0.06
C 2.28192 -0.08567 1.01236  -0.01
C 1.09984 0.62091 0.91796  -0.02
C -1.27601 0.40366 2.62347  -0.05
C -2.18947 -0.62135 2.64997  0.00
H -5.69842 -1.06341 0.54079  0.09
H -4.53178 -1.95986 -0.48121  0.10
H -5.54721 -2.83323 0.68721  0.08
H -3.84265 -2.66728 3.47224  0.09
H -4.51439 -3.69879 2.17455  0.09
H -2.75040 -3.36844 2.24757  0.10
H -4.24351 0.47877 0.11669  0.10
H -2.80044 2.46536 0.36196  0.10
H -0.60133 3.51936 1.33850  0.09
H 2.16908 3.59340 2.08776  0.07
H 4.24510 2.43400 2.24329  0.10
H 6.09500 1.25916 1.83029  0.09
H 5.53733 0.80064 3.46538  0.10
H 6.49849 -0.35954 2.49352  0.08
H 4.34364 -1.87028 0.61602  0.09
H 5.62915 -1.94415 1.87768  0.08
H 3.90665 -2.16274 2.30836  0.10
H 2.32210 -1.13538 0.71237  0.10
H 0.24391 0.15575 0.42054  0.12
H -0.40142 0.35282 3.26919  0.12
H -2.06473 -1.42650 3.37478  0.10
C -2.81173 3.21100 -2.45249  -0.04
C -2.04077 4.10372 -1.51448  -0.26
C -2.72951 5.06039 -0.75816  0.01
C -2.05222 5.92121 0.11507  -0.18
C -2.79761 7.02871 0.80110  -0.01
C -0.67956 5.72118 0.27739  -0.18
N 0.04278 6.48321 1.24355  0.14
C -0.13671 6.42810 2.60369  -0.06
C -1.05184 5.50200 3.32287  -0.25
C -0.90586 3.98272 3.41026  -0.17
C -2.22716 3.40218 3.92671  -0.05
C 0.30001 3.58368 4.13820  -0.23
C 1.49116 4.31558 4.03946  -0.12
C 2.65380 3.87038 4.67592  -0.09
C 2.62923 2.69105 5.40775  -0.09
C 1.44308 1.96176 5.53157  -0.06
C 0.27683 2.40149 4.91716  -0.03
O -1.99269 6.04459 3.93433  0.10
N 0.25792 7.62323 3.09143  0.07
C -0.12209 8.36006 4.26326  -0.10
C 0.17337 7.90838 5.56768  -0.18
C 0.89702 6.63802 5.84026  -0.02
C -0.22864 8.68365 6.66083  0.01
C -0.84874 9.92343 6.49422  -0.25
C -1.20314 10.77591 7.68301  -0.04
C -1.17334 10.33049 5.19862  0.01
C -0.81814 9.57218 4.07824  -0.18
C -1.23501 10.06653 2.73393  -0.03
N 0.92457 8.34155 2.09575  0.21
C 0.73916 7.67509 0.98263  -0.17
C 1.14522 8.18943 -0.31520  -0.14
C 2.12472 9.20942 -0.27072  -0.02
C 2.61893 9.78231 -1.44134  -0.06
C 2.13184 9.36343 -2.68912  -0.06
C 1.12536 8.38705 -2.74391  -0.06
C 0.61807 7.81612 -1.57752  -0.02
C 0.05280 4.82561 -0.51654  -0.22
C 1.51481 4.69785 -0.28439  -0.01
C -0.65275 3.98030 -1.38343  0.02
H -2.12741 2.75061 -3.17738  0.09
H -3.33987 2.40002 -1.91831  0.08
H -3.56210 3.80266 -3.00014  0.09
H -3.81424 5.16598 -0.85977  0.13
H -2.38802 8.02673 0.57176  0.09
H -3.83953 7.02130 0.44737  0.09
H -2.81900 6.89387 1.89156  0.08
H -2.21563 2.30774 3.87161  0.06
H -2.43516 3.71280 5.00273  0.12
H -3.05832 3.78136 3.27441  0.11
H 1.49565 5.24739 3.46418  0.10
H 3.56064 4.46308 4.58066  0.12
H 3.53861 2.31319 5.87802  0.10
H 1.42505 1.04313 6.12729  0.11
H -0.67144 1.86653 5.06204  0.11
H 1.26435 6.62006 6.87512  0.10
H 0.24356 5.76483 5.72085  0.09
H 1.76737 6.51496 5.19316  0.08
H -0.04049 8.32007 7.67559  0.13
H -1.13369 11.84435 7.44088  0.08
H -2.22823 10.57168 8.02550  0.09
H -0.53203 10.56433 8.52406  0.08
H -1.73211 11.25894 5.05523  0.13
H -1.71498 11.04343 2.85676  0.09
H -0.37528 10.22088 2.07560  0.08
H -1.95528 9.39831 2.24063  0.07
H 2.49141 9.52566 0.70765  0.12
H 3.38719 10.55713 -1.37463  0.11
H 2.53169 9.80197 -3.60752  0.11
H 0.71560 8.05652 -3.69917  0.11
H -0.18605 7.08274 -1.63916  0.11
H 1.87681 3.72155 -0.61939  0.10
H 2.11108 5.49244 -0.74602  0.10
H 1.68292 4.77520 0.79163  0.06
H -0.11251 3.21258 -1.94575  0.14

Cartesian forces (eV/Å) of the 2 atoms listed first:
C -0.041 0.128 -0.199
N -0.207 -0.167 0.085

The calculation puts the energy above the lowest of the compared OMol25 structures with the same formula, charge and spin at 0.331 eV. As for the spin multiplicity: 1. Its charge is +1. The value obtained for the HOMO energy is -8.87 eV.

No. 3
Formula: H24HeO12
Source: the OMol25 dataset
Level of theory: wB97M-V/def2-TZVPD

Each line ends with the natural charge from an NBO analysis.
Geometry (Å):
He 0.01539 -0.60826 0.02188  0.00
O 2.67713 1.59962 -1.22538  -0.99
H 2.51656 1.46192 -0.29184  0.48
H 1.83030 1.87496 -1.57649  0.50
O 0.26036 0.27668 3.16041  -0.97
H -0.53985 0.79060 3.26888  0.49
H 0.28522 -0.29376 3.92866  0.50
O -0.91899 -3.10152 0.32097  -0.99
H -0.14756 -2.73397 0.75228  0.51
H -0.74941 -2.98538 -0.61391  0.47
O -2.10271 2.72919 -0.82862  -0.98
H -2.38991 1.81727 -0.87491  0.49
H -1.42087 2.73226 -0.15682  0.48
O 1.43183 -2.10219 1.51841  -0.99
H 1.23946 -1.29749 1.99974  0.47
H 1.89290 -1.80764 0.73299  0.50
O -3.45592 -2.03103 0.95850  -0.97
H -2.69954 -2.56967 0.72614  0.51
H -4.20801 -2.51128 0.61213  0.47
O 2.07584 1.54265 1.49350  -0.97
H 1.37435 1.22433 2.06166  0.50
H 2.54385 2.18505 2.02693  0.49
O 2.67511 -1.22688 -0.57203  -0.98
H 2.62062 -0.29974 -0.80368  0.50
H 2.33845 -1.68660 -1.34115  0.50
O 1.39586 -2.49640 -2.76469  -0.95
H 1.23467 -3.42627 -2.60473  0.48
H 0.77829 -2.26144 -3.45725  0.49
O 0.15428 2.09889 -2.43686  -0.98
H -0.64784 2.32401 -1.96553  0.50
H 0.16791 2.69493 -3.18572  0.47
O -3.20956 0.00048 -0.96094  -0.98
H -3.27524 -0.54845 -1.74234  0.47
H -3.26763 -0.61471 -0.22991  0.50
O -0.22775 3.32715 1.05279  -0.94
H 0.52178 2.74322 1.16884  0.49
H -0.76935 3.17945 1.82809  0.46

Cartesian forces (eV/Å) of the 2 atoms listed first:
He -0.114 0.228 -0.109
O 0.724 -0.440 -0.140

The calculation puts the energy above the lowest of the compared OMol25 structures with the same formula, charge and spin at 0.136 eV. As for the spin multiplicity: 1. The value obtained for the HOMO energy is -10.72 eV.